1.
{
  "formula": "C7H21CrMnN7O22S2",
  "method": "wB97M-V/def2-TZVPD",
  "elements": ["Mn", "Cr", "S", "O", "O", "O", "O", "S", "O", "O", "O", "O", "C", "N", "O", "O", "H", "H", "H", "C", "N", "O", "O", "H", "H", "H", "C", "N", "O", "O", "H", "H", "H", "C", "N", "O", "O", "H", "H", "H", "C", "N", "O", "O", "H", "H", "H", "C", "N", "O", "O", "H", "H", "H", "C", "N", "O", "O", "H", "H", "H"],
  "positions_angstrom": [[-4.723, 12.813, 25.224], [-1.537, 14.524, 27.955], [-1.526, 13.471, 25.461], [-2.825, 13.137, 24.816], [-1.388, 12.698, 26.750], [-0.428, 13.314, 24.564], [-1.655, 14.880, 26.012], [-4.820, 14.038, 27.648], [-4.681, 12.566, 27.373], [-5.859, 14.300, 28.622], [-3.517, 14.589, 28.101], [-5.138, 14.538, 26.271], [-4.218, 16.184, 23.182], [-4.951, 14.989, 22.682], [-5.215, 14.886, 21.518], [-5.291, 14.177, 23.540], [-3.584, 16.551, 22.383], [-3.657, 15.873, 24.057], [-4.960, 16.940, 23.426], [-8.142, 15.802, 26.873], [-8.357, 16.910, 25.908], [-9.484, 17.081, 25.492], [-7.393, 17.575, 25.598], [-8.964, 15.805, 27.584], [-7.200, 15.955, 27.378], [-8.140, 14.861, 26.333], [-4.818, 17.646, 27.486], [-4.251, 18.767, 26.664], [-4.231, 19.873, 27.166], [-3.828, 18.497, 25.563], [-4.156, 17.503, 28.337], [-4.815, 16.781, 26.837], [-5.792, 17.985, 27.817], [-3.899, 14.403, 31.273], [-2.753, 15.289, 30.926], [-2.727, 16.382, 31.405], [-1.879, 14.876, 30.161], [-3.918, 14.339, 32.357], [-3.737, 13.432, 30.824], [-4.793, 14.900, 30.924], [-6.436, 11.311, 29.672], [-7.152, 10.329, 30.521], [-7.085, 10.491, 31.725], [-7.726, 9.421, 29.968], [-6.796, 11.240, 28.651], [-5.399, 10.983, 29.654], [-6.553, 12.319, 30.044], [-7.824, 15.126, 30.861], [-7.754, 14.996, 32.334], [-6.700, 14.599, 32.802], [-8.740, 15.270, 32.971], [-8.732, 15.641, 30.579], [-7.872, 14.100, 30.492], [-6.917, 15.544, 30.444], [-2.859, 9.739, 27.173], [-4.211, 9.986, 26.638], [-4.246, 10.619, 25.580], [-5.172, 9.594, 27.227], [-2.952, 9.225, 28.124], [-2.388, 10.712, 27.308], [-2.321, 9.129, 26.455]],
  "atomic_forces_ev_per_a": [[0.2, -0.3, 0.0], [-0.7, -0.2, -0.7], [0.2, -0.5, 0.4], [0.6, 0.0, -0.3], [0.1, 0.0, 0.0], [-0.2, 0.1, 0.0], [0.3, 0.6, 0.4], [-0.2, -1.4, -0.6], [0.2, 0.2, 0.7], [0.2, 0.4, 0.0], [-0.8, 0.3, 0.4], [-0.3, 1.1, 0.5], [0.2, 0.1, -0.1], [0.2, 0.4, -0.1], [0.0, 0.0, 0.2], [-0.4, -0.7, 0.0], [0.0, -0.1, -0.1], [0.0, 0.1, 0.1], [-0.1, -0.1, 0.1], [-0.1, -0.1, 0.4], [-0.4, -0.1, 0.0], [0.1, -0.1, 0.0], [0.3, 0.2, -0.1], [-0.1, 0.1, -0.1], [0.1, -0.1, -0.1], [0.0, 0.1, -0.1], [0.4, 0.3, -0.3], [0.0, 0.2, 0.6], [-0.1, -0.2, -0.1], [0.1, -0.1, -0.3], [0.0, 0.1, 0.0], [-0.3, -0.1, 0.1], [-0.1, -0.2, 0.0], [0.4, -0.1, 0.3], [-0.3, 0.0, -0.1], [0.0, 0.2, 0.1], [0.7, -0.4, -0.4], [0.0, 0.1, 0.0], [-0.1, 0.0, -0.2], [-0.1, -0.1, -0.1], [0.2, -0.2, -0.7], [0.0, 0.3, 0.3], [0.0, 0.0, -0.1], [-0.1, -0.2, -0.1], [-0.2, -0.1, 0.1], [0.1, 0.2, 0.2], [0.1, 0.0, 0.3], [-0.2, -0.8, -0.5], [0.3, 0.2, 0.1], [0.0, 0.0, -0.1], [-0.2, 0.0, 0.1], [0.0, 0.2, 0.1], [-0.1, 0.1, 0.0], [0.0, 0.2, 0.2], [0.2, -0.1, 0.5], [0.3, 0.2, -0.1], [-0.3, 0.0, -0.4], [-0.3, -0.1, 0.1], [-0.1, -0.1, -0.1], [0.0, 0.0, -0.3], [0.0, 0.1, -0.1]],
  "homo_lumo_gap_ev": [8.376, 9.417],
  "spin_multiplicity": 10,
  "lumo_energy_ev": [-1.407, -1.442],
  "de_lowest_ev": 0.0000,
  "charge": 0,
  "s2": 24.766
}

***

2.
{
  "formula": "C7H21Mn2N7O22S2",
  "method": "wB97M-V/def2-TZVPD",
  "elements": ["Mn", "Mn", "S", "O", "O", "O", "O", "S", "O", "O", "O", "O", "C", "N", "O", "O", "H", "H", "H", "C", "N", "O", "O", "H", "H", "H", "C", "N", "O", "O", "H", "H", "H", "C", "N", "O", "O", "H", "H", "H", "C", "N", "O", "O", "H", "H", "H", "C", "N", "O", "O", "H", "H", "H", "C", "N", "O", "O", "H", "H", "H"],
  "positions_angstrom": [[-0.355, 0.357, 1.949], [0.142, -1.714, -2.900], [1.029, 2.358, 2.989], [0.569, 3.743, 3.033], [0.017, 1.451, 3.605], [1.054, 1.788, 1.612], [2.351, 2.334, 3.613], [-0.257, -0.719, -0.482], [-1.048, 0.428, -0.036], [0.326, -1.242, 0.744], [-1.081, -1.699, -1.205], [0.690, -0.362, -1.572], [1.209, 3.235, -1.020], [2.508, 3.676, -0.479], [3.461, 2.987, -0.777], [2.530, 4.678, 0.178], [0.352, 3.489, -0.402], [1.189, 2.151, -1.081], [1.006, 3.659, -2.003], [1.912, -4.429, -0.060], [2.042, -3.944, -1.475], [1.059, -3.353, -1.923], [3.028, -4.139, -2.100], [2.418, -5.376, 0.071], [0.839, -4.544, 0.077], [2.217, -3.544, 0.499], [0.901, -3.455, 3.694], [0.902, -2.009, 4.052], [1.668, -1.635, 4.898], [0.160, -1.278, 3.417], [1.880, -3.875, 3.877], [0.676, -3.442, 2.626], [0.036, -3.905, 4.172], [-4.164, -1.099, 0.803], [-3.190, -1.583, 1.790], [-3.272, -2.719, 2.179], [-2.377, -0.788, 2.189], [-4.823, -1.883, 0.445], [-3.652, -0.557, 0.018], [-4.817, -0.408, 1.339], [3.700, -0.103, -2.536], [4.898, 0.778, -2.619], [5.626, 0.774, -1.654], [5.079, 1.427, -3.623], [2.882, 0.414, -3.033], [3.448, -0.139, -1.481], [4.008, -1.010, -3.050], [-2.461, 3.776, 0.277], [-2.909, 2.590, 1.048], [-3.998, 2.107, 0.803], [-2.126, 2.127, 1.825], [-1.659, 4.190, 0.891], [-3.301, 4.464, 0.327], [-2.113, 3.541, -0.721], [-3.128, 0.906, -3.054], [-2.541, -0.374, -3.527], [-3.306, -1.286, -3.570], [-1.347, -0.453, -3.762], [-2.632, 1.748, -3.533], [-3.097, 0.965, -1.968], [-4.158, 0.926, -3.395]],
  "atomic_forces_ev_per_a": [[-0.1, 1.0, 1.9], [-0.4, -0.3, 0.3], [2.2, 3.5, 2.5], [-0.9, -0.3, -0.9], [-0.9, -0.9, 1.2], [0.5, -0.4, -2.6], [-0.6, -1.3, -0.4], [-1.0, 1.0, 1.1], [-0.6, 0.4, -1.7], [1.2, -1.4, -0.9], [-1.6, -1.7, -0.5], [2.0, 1.0, -0.2], [-1.5, -0.8, -0.3], [-0.6, -0.2, -0.1], [0.4, -0.2, -0.1], [0.1, 0.5, 0.2], [0.6, 0.4, 0.5], [0.4, 0.0, -0.1], [0.6, 0.2, -0.1], [-1.1, 0.7, -0.5], [0.2, -0.8, 0.2], [-0.6, 0.3, -0.4], [0.6, 0.0, -0.2], [0.5, 0.3, 0.0], [0.0, 0.0, 0.1], [0.4, -0.4, 0.4], [-0.6, 0.5, -1.1], [0.7, 0.6, 0.0], [0.0, -0.2, 0.2], [-0.3, -0.9, 0.3], [-0.1, -0.1, 0.5], [0.1, -0.1, 0.0], [0.3, -0.2, 0.4], [-1.2, 0.5, -0.1], [-0.2, -0.5, -0.2], [-0.1, -0.6, 0.1], [0.4, 0.5, 0.3], [0.5, -0.4, 0.0], [0.2, 0.0, 0.1], [0.3, 0.2, 0.0], [-0.1, 0.9, 0.0], [0.3, 0.4, 0.5], [0.1, -0.2, 0.0], [-0.2, 0.0, -0.5], [0.1, -0.1, -0.3], [0.1, -0.6, 0.0], [-0.3, -0.3, 0.3], [0.0, 1.1, 1.4], [0.5, -0.6, -1.0], [-0.7, 0.0, -0.3], [0.2, -0.1, 0.8], [0.2, 0.0, -0.3], [0.0, 0.0, -0.5], [-0.3, -0.4, 0.0], [-0.2, 1.0, -0.8], [-1.8, 0.2, 1.1], [0.2, -0.8, -0.3], [1.3, 0.2, -0.6], [0.4, -0.2, 0.3], [0.4, -0.2, 0.0], [0.0, -0.3, 0.1]],
  "homo_lumo_gap_ev": [4.140, 3.906],
  "spin_multiplicity": 11,
  "lumo_energy_ev": [-2.480, -2.741],
  "charge": 0,
  "s2": 30.009
}

***

3.
{
  "formula": "C7H21N2O2PSi",
  "method": "wB97M-V/def2-TZVPD",
  "elements": ["C", "C", "C", "O", "C", "Si", "C", "C", "C", "N", "P", "N", "O", "H", "H", "H", "H", "H", "H", "H", "H", "H", "H", "H", "H", "H", "H", "H", "H", "H", "H", "H", "H", "H"],
  "positions_angstrom": [[-1.187, -1.064, -5.319], [-0.107, -1.036, -4.243], [-0.699, -0.982, -2.851], [0.339, -1.123, -1.903], [-0.094, -1.462, -0.591], [0.917, -0.522, 0.719], [-0.219, 0.550, 1.781], [-0.277, 0.125, 3.256], [-1.440, 0.745, 4.045], [-0.942, 1.723, 5.022], [2.507, 0.758, -0.322], [3.353, 1.063, 1.170], [1.685, 2.226, -0.336], [-1.746, -0.126, -5.345], [-1.906, -1.865, -5.127], [-0.760, -1.235, -6.306], [0.545, -0.172, -4.387], [0.517, -1.929, -4.310], [-1.440, -1.784, -2.725], [-1.220, -0.024, -2.698], [-0.021, -2.547, -0.439], [-1.152, -1.200, -0.451], [1.597, -1.492, 1.622], [0.104, 1.593, 1.709], [-1.223, 0.498, 1.345], [0.650, 0.435, 3.746], [-0.313, -0.965, 3.329], [-1.979, -0.028, 4.596], [-2.152, 1.191, 3.337], [-1.709, 2.275, 5.389], [-0.334, 2.382, 4.546], [3.703, 0.194, 1.566], [4.163, 1.646, 0.979], [0.840, 2.155, -0.801]],
  "atomic_forces_ev_per_a": [[-0.1, 0.0, 0.1], [0.0, 0.0, 0.0], [-0.1, -0.1, 0.0], [0.2, 0.2, 0.0], [-0.2, -0.1, 0.1], [0.0, 0.0, 0.2], [0.0, 0.0, 0.0], [0.1, 0.0, 0.0], [0.0, 0.1, 0.0], [0.0, 0.1, -0.2], [0.0, 0.1, 0.0], [0.1, 0.0, -0.1], [-0.3, -0.2, 0.0], [0.0, 0.0, 0.0], [0.0, 0.0, 0.0], [0.0, 0.1, 0.0], [0.1, -0.1, 0.0], [0.0, 0.0, 0.0], [0.0, 0.0, 0.0], [-0.1, -0.1, 0.0], [0.0, 0.0, -0.1], [0.0, 0.0, 0.0], [0.1, 0.0, -0.1], [0.0, 0.0, 0.0], [0.0, 0.0, 0.0], [0.0, -0.2, 0.0], [0.0, 0.0, 0.0], [0.0, 0.0, 0.0], [0.0, -0.1, 0.0], [0.0, -0.1, 0.1], [0.0, 0.0, 0.0], [-0.1, 0.1, 0.1], [0.0, 0.0, 0.1], [0.2, 0.1, 0.0]],
  "homo_lumo_gap_ev": 8.470,
  "lumo_energy_ev": 0.663,
  "de_lowest_ev": 0.7778,
  "charge": 0
}